No. 1
62
Properties=species:S:1:pos:R:3 method="wB97M-V/def2-TZVPD" total_charge=+1 homo_lumo_gap_ev=9.53
O -2.035 3.252 1.487
O -1.835 -1.386 -3.763
O -1.248 4.260 -0.354
N 0.951 0.259 3.495
N -1.023 -0.044 1.226
C 1.956 -4.197 0.526
C 0.733 -4.009 -0.597
C 1.223 -3.256 -1.972
C -1.857 4.290 0.852
C -2.244 -2.753 -3.310
C 2.327 -2.293 2.500
C -0.559 -1.453 -4.517
C -1.558 0.365 2.613
C 0.010 6.257 -0.947
C 1.972 -1.108 1.444
C 0.748 -1.691 -2.089
C 0.211 0.807 0.998
C -2.224 5.619 1.443
C -1.181 5.375 -1.262
C -0.469 -0.214 3.698
C 1.480 -3.636 2.027
C 0.766 -1.072 -3.608
C 1.381 0.279 2.053
H -0.640 -0.602 -5.349
H -1.693 1.538 2.641
H 3.474 -2.578 2.331
H 1.697 -4.470 2.850
H -0.014 1.939 1.212
H -0.537 -1.399 3.825
H -2.498 6.367 0.703
H -1.738 0.078 0.465
H 2.957 -0.866 0.817
H 2.252 1.092 1.970
H -0.211 -3.506 -0.084
H -1.392 5.985 2.053
H 0.768 -3.819 -2.920
H 0.733 0.114 -3.481
H 1.783 -1.310 -4.144
H -0.810 0.215 4.760
H -0.840 -1.073 1.298
H -1.360 -3.537 -3.433
H -0.281 -1.539 -1.519
H 2.944 -3.696 0.144
H 1.029 1.222 3.890
H 1.196 -1.517 0.660
H 0.342 -3.361 2.033
H -3.103 5.485 2.080
H -2.604 -0.145 2.818
H 0.378 -5.095 -0.922
H 1.543 -1.057 -1.464
H -0.387 -2.476 -5.071
H 0.579 0.609 -0.120
H 0.935 5.671 -0.964
H -3.149 -3.186 -3.922
H -2.124 5.929 -1.278
H 2.106 -5.374 0.642
H -1.058 4.950 -2.265
H -2.445 -2.662 -2.153
H 2.390 -3.304 -2.052
H 2.226 -2.035 3.633
H 0.093 7.067 -1.677
H -0.068 6.696 0.051

=====

No. 2
69
Properties=species:S:1:pos:R:3 method="wB97M-V/def2-TZVPD" total_charge=+1 spin_multiplicity=4 s2=3.753 homo_lumo_gap_ev="6.75 / 7.01"
V -24.623 -16.824 4.681
O -25.893 -14.968 4.481
O -23.199 -16.273 6.419
O -23.901 -15.722 8.499
O -23.016 -18.359 4.206
O -25.566 -18.040 3.097
O -23.068 -15.773 3.584
O -25.883 -17.669 6.252
N -21.501 -14.195 3.100
N -26.964 -19.151 7.353
N -26.778 -19.902 2.731
N -21.226 -19.117 2.854
C -21.636 -16.201 8.172
C -26.894 -18.069 1.119
C -21.987 -19.445 1.556
C -21.968 -16.264 9.581
C -22.619 -14.867 2.911
C -20.797 -14.311 4.319
C -26.362 -18.702 2.418
C -20.757 -18.499 5.194
C -26.952 -17.983 6.710
C -23.235 -14.328 1.668
C -27.982 -14.019 3.634
C -23.010 -16.123 7.546
C -21.802 -18.590 4.028
C -28.008 -19.732 8.209
C -28.216 -17.242 6.746
C -26.730 -13.831 4.445
C -26.298 -20.692 3.953
C -23.331 -15.602 9.790
H -19.750 -14.011 4.361
H -26.043 -19.564 7.402
H -26.333 -21.757 3.721
H -28.336 -15.050 3.659
H -27.064 -16.994 1.178
H -23.965 -16.133 10.500
H -19.893 -19.061 4.840
H -23.056 -19.604 1.698
H -26.197 -12.942 4.110
H -28.405 -16.734 7.692
H -21.843 -18.728 0.748
H -23.369 -13.248 1.725
H -27.096 -20.408 4.639
H -27.545 -20.199 2.145
H -20.767 -15.375 4.555
H -24.239 -14.752 1.640
H -21.520 -20.372 1.223
H -27.621 -20.427 8.954
H -21.251 -13.746 5.133
H -25.326 -20.540 4.422
H -26.080 -18.312 0.436
H -23.212 -14.545 10.027
H -20.316 -19.553 2.835
H -22.698 -14.640 0.772
H -20.442 -17.484 5.437
H -27.759 -18.571 0.686
H -21.983 -17.311 9.885
H -21.313 -17.138 7.719
H -28.629 -18.994 8.716
H -28.794 -13.331 3.867
H -29.017 -17.877 6.366
H -27.755 -13.926 2.572
H -21.125 -13.688 2.311
H -27.982 -16.339 6.181
H -21.282 -15.221 7.853
H -28.684 -20.341 7.608
H -21.259 -19.026 6.006
H -21.146 -15.827 10.148
H -27.032 -13.614 5.470

=====

No. 3
72
Properties=species:S:1:pos:R:3 method="wB97M-V/def2-TZVPD" total_charge=+1 homo_lumo_gap_ev=7.62
Se 2.531 -2.414 -2.148
As 0.636 -0.389 1.371
Ti 0.744 -0.682 -1.084
P -2.544 -0.501 -1.179
Si 2.796 0.504 1.896
Si 0.785 -2.642 2.160
O -2.898 -1.770 -0.235
O 2.234 -2.396 -3.715
O -3.657 -0.580 -2.320
O 1.049 -2.650 -1.336
O 2.541 -0.749 -1.612
O 3.743 -3.220 -1.526
O -1.198 -1.200 -1.901
N -1.669 3.776 0.058
C 2.867 2.249 1.242
C 0.351 3.724 -2.091
C 4.249 -0.434 1.235
C -2.818 3.195 -0.686
C -0.474 2.850 0.085
C -2.063 4.177 1.433
C 0.729 1.216 -3.099
C -4.495 -1.694 -2.685
C -0.490 -3.678 1.293
C -3.612 -1.525 0.985
C 0.289 1.315 -1.774
C 0.809 3.583 -3.394
C 0.339 -2.496 3.963
C 2.847 0.525 3.760
C 0.989 2.310 -3.912
C 2.460 -3.411 1.971
C -1.353 -2.373 -2.762
C 0.072 2.612 -1.297
H -0.678 -2.123 4.093
H -3.881 -2.496 1.392
H 5.165 0.109 1.482
H 2.664 2.283 0.169
H 3.179 -2.993 2.674
H -5.530 -1.375 -2.584
H -0.401 -2.552 -3.252
H 0.921 0.234 -3.537
H 1.349 2.172 -4.922
H 3.736 1.062 4.098
H 2.376 -4.480 2.183
H -2.111 -2.146 -3.506
H 2.851 -3.303 0.959
H -3.163 2.316 -0.148
H 4.328 -1.430 1.664
H -1.480 -3.234 1.307
H 0.248 4.729 -1.689
H -2.905 4.863 1.384
H -1.630 -3.233 -2.156
H 1.018 -1.825 4.490
H -1.372 4.609 -0.453
H -4.298 -1.953 -3.724
H 4.198 -0.530 0.153
H -2.344 3.280 1.981
H -3.608 3.939 -0.753
H 2.182 2.916 1.769
H 0.259 3.334 0.732
H 1.031 4.457 -3.990
H 0.403 -3.480 4.433
H 1.968 1.011 4.186
H -2.486 2.900 -1.678
H -4.308 -2.553 -2.045
H -4.523 -0.953 0.806
H 3.877 2.634 1.400
H -0.194 -3.859 0.259
H -0.547 -4.642 1.804
H -0.797 1.918 0.550
H -1.219 4.655 1.923
H -2.972 -0.999 1.698
H 2.905 -0.490 4.155

=====

No. 4
70
Properties=species:S:1:pos:R:3 method="wB97M-V/def2-TZVPD" total_charge=+1 homo_lumo_gap_ev=8.51
Cd 14.113 -8.017 5.443
O 13.134 -6.193 6.479
O 14.515 -6.263 3.796
O 12.997 -10.104 3.274
O 11.533 -5.534 8.012
O 11.987 -10.442 5.307
O 16.147 -8.785 3.883
N 11.840 -7.709 7.619
N 15.804 -7.553 7.191
N 12.686 -8.798 7.307
N 17.876 -6.877 8.729
C 11.153 -11.219 4.340
C 12.142 -6.424 7.253
C 16.265 -6.230 6.863
C 17.002 -8.455 7.045
C 11.005 -10.183 1.925
C 9.690 -10.729 4.444
C 17.017 -9.852 3.426
C 11.215 -12.638 4.827
C 18.242 -8.004 7.895
C 15.344 -6.725 2.735
C 12.595 -12.191 2.357
C 15.514 -7.590 8.677
C 15.451 -8.254 2.726
C 11.795 -4.090 7.869
C 17.475 -5.754 7.811
C 16.720 -7.241 9.561
C 13.690 -5.209 3.255
C 11.823 -10.979 2.961
B 12.902 -9.742 4.547
H 16.574 -10.271 2.521
H 14.491 -8.750 2.703
H 9.596 -9.664 4.132
H 14.875 -6.493 1.758
H 16.746 -9.481 7.241
H 12.598 -3.746 8.529
H 12.121 -3.871 6.867
H 13.266 -11.854 1.571
H 11.633 -10.211 1.036
H 18.361 -5.358 7.288
H 9.619 -10.704 5.556
H 10.844 -3.569 8.108
H 19.078 -7.761 7.191
H 16.639 -6.142 5.850
H 9.001 -11.403 4.022
H 10.752 -13.363 4.139
H 16.509 -6.385 10.224
H 10.073 -10.702 1.675
H 15.077 -8.592 8.883
H 12.318 -12.876 4.967
H 10.776 -12.648 5.811
H 13.228 -12.657 3.144
H 10.867 -9.100 2.194
H 11.201 -7.956 8.357
H 12.115 -9.556 6.901
H 17.161 -4.982 8.496
H 16.415 -6.327 2.644
H 13.114 -9.126 8.160
H 18.009 -9.441 3.209
H 16.144 -8.541 1.875
H 17.096 -8.125 10.160
H 17.269 -8.513 6.001
H 11.876 -12.789 1.894
H 14.348 -4.389 3.012
H 17.076 -10.617 4.229
H 14.618 -6.944 8.834
H 13.156 -5.517 2.359
H 18.769 -8.686 8.562
H 15.387 -5.559 7.006
H 12.972 -4.843 4.084

=====

No. 5
63
Properties=species:S:1:pos:R:3 method="wB97M-V/def2-TZVPD" homo_lumo_gap_ev="3.97 / 3.97"
Ca 2.362 0.176 -0.949
P 0.357 -1.798 -5.087
P 0.776 2.061 -4.592
Si 0.876 0.522 2.369
O 1.394 0.687 0.830
C -0.729 -0.528 2.657
C 0.061 -0.293 -6.139
C -3.021 -0.960 -3.095
C -2.721 1.545 -3.337
C 1.601 -2.071 -0.257
C 1.045 0.880 -6.026
C 2.056 3.307 -4.870
C -0.869 0.550 -1.840
C -1.769 1.687 -2.428
C -2.851 0.250 -4.065
C -0.030 -0.346 -2.816
C -0.663 2.883 -5.430
C -0.615 -1.669 -3.415
C -0.599 -3.102 -5.877
C -2.009 -1.956 -3.261
C 0.387 2.159 3.227
C 2.078 -2.284 -4.993
C 2.196 -0.214 3.495
H -4.000 -1.448 -3.252
H 1.174 2.916 3.088
H 1.787 3.907 -5.750
H -0.288 3.329 -6.363
H -1.072 3.674 -4.784
H 2.472 -1.229 3.190
H 0.065 -0.618 -7.195
H -0.597 -3.977 -5.225
H -1.484 2.192 -5.672
H -1.632 -2.794 -6.025
H -0.110 -2.549 -2.983
H 0.967 -0.681 -2.392
H -3.341 2.378 -3.669
H -1.873 0.123 -4.540
H 0.289 1.940 4.305
H -1.472 2.676 -2.039
H -0.575 2.554 2.862
H 0.780 -1.806 0.432
H 2.767 -1.436 -4.896
H 1.241 -2.922 -0.840
H -2.272 -3.012 -3.047
H -3.611 0.231 -4.856
H 2.395 -2.488 0.377
H -0.663 -1.533 2.204
H -1.625 -0.007 2.270
H 3.096 0.411 3.472
H 2.224 -2.948 -4.130
H 0.946 1.518 -6.920
H 2.097 3.943 -3.975
H 3.014 2.798 -5.018
H -0.856 -0.647 3.751
H 2.095 0.545 -5.969
H -3.025 -0.628 -2.051
H 2.376 -2.849 -5.893
H -0.979 0.021 -5.969
H 1.823 -0.243 4.528
H -0.161 -3.375 -6.844
H 0.235 0.310 -3.685
H -0.207 1.094 -1.125
H -1.446 -0.073 -1.142

=====

No. 6
67
Properties=species:S:1:pos:R:3 method="wB97M-V/def2-TZVPD" homo_lumo_gap_ev=1.53
In -1.497 -2.615 2.431
S -4.307 -1.093 3.632
P -0.099 -2.723 4.550
F -1.059 0.343 -1.755
O 1.458 -3.293 4.268
O 3.140 4.557 -2.782
O 0.133 -1.185 5.208
O -0.686 -3.550 5.628
N 3.363 3.426 -2.420
C -4.688 -5.144 0.496
C 5.399 3.664 -3.885
C -2.965 -0.909 2.388
C 2.061 2.767 -2.078
C 4.235 2.764 -3.445
C -2.731 -4.483 2.073
C -1.433 -0.376 -0.562
C -0.234 -2.410 0.544
C 2.149 1.576 -4.347
C -4.709 0.751 5.642
C 3.427 2.342 -4.686
C -3.470 -4.221 0.710
C 2.303 1.534 -1.178
C 1.292 2.346 -3.344
C 4.943 1.533 -2.835
C -0.132 -0.945 0.043
C 1.158 3.673 -1.229
C -4.717 0.661 4.089
H -2.420 0.038 2.548
H 1.671 3.999 -0.322
H -3.930 1.302 3.662
H -5.434 -5.095 1.305
H 0.262 3.131 -0.931
H -4.441 1.748 6.028
H -2.719 -4.379 -0.083
H 0.631 -0.933 -0.765
H 5.721 1.173 -3.505
H 0.431 1.738 -3.057
H -2.158 -1.138 -0.881
H 4.055 1.733 -5.337
H 3.156 3.231 -5.267
H -3.438 -4.626 2.906
H 0.889 3.236 -3.842
H -3.753 -3.151 0.736
H 0.795 -2.750 0.758
H 5.064 4.543 -4.437
H -2.093 -5.377 1.958
H 2.391 0.583 -3.963
H 6.067 3.117 -4.548
H 5.422 1.786 -1.887
H -4.396 -6.200 0.371
H 5.983 4.006 -3.028
H -3.967 0.016 6.001
H -1.884 0.379 0.100
H 1.934 -3.088 5.093
H 3.135 1.697 -0.489
H 1.429 1.322 -0.567
H 0.620 -0.708 4.514
H -0.705 -3.023 -0.245
H -3.474 -0.867 1.406
H 1.573 1.414 -5.261
H 0.202 -0.242 0.833
H 0.819 4.558 -1.770
H -5.682 0.403 6.029
H 2.492 0.622 -1.740
H -5.675 0.942 3.627
H 4.285 0.685 -2.668
H -5.192 -4.811 -0.436